{
  "formula": "C9H34O8",
  "method": "ωB97M-V/def2-TZVPD",
  "relative_energy_kcal_mol": 11.3,
  "charge": 0,
  "smiles": "CC(C)O.CC(C)O.CC(C)O.O.O.O.O.O",
  "homo_ev": -10.0918,
  "energy_ha": -965.19893,
  "orbital_gap_ev": 10.41,
  "symbols": ["C", "C", "C", "O", "H", "H", "H", "H", "H", "H", "H", "H", "C", "C", "C", "O", "H", "H", "H", "H", "H", "H", "H", "H", "C", "C", "C", "O", "H", "H", "H", "H", "H", "H", "H", "H", "O", "H", "H", "O", "H", "H", "O", "H", "H", "O", "H", "H", "O", "H", "H"],
  "xyz": [[-15.310, 2.217, 1.746], [-13.877, 2.707, 2.122], [-13.184, 1.840, 3.156], [-12.967, 2.715, 0.975], [-15.850, 2.879, 1.067], [-15.869, 2.054, 2.687], [-15.307, 1.271, 1.273], [-13.976, 3.729, 2.536], [-13.859, 1.667, 3.980], [-12.312, 2.407, 3.488], [-12.814, 0.922, 2.628], [-13.067, 3.526, 0.474], [-18.210, 4.579, 3.457], [-17.649, 6.012, 3.482], [-18.422, 6.889, 4.492], [-16.250, 5.953, 3.777], [-18.450, 4.296, 4.462], [-17.556, 3.801, 3.058], [-19.143, 4.611, 2.916], [-17.760, 6.446, 2.507], [-18.424, 6.348, 5.437], [-19.437, 7.130, 4.313], [-17.919, 7.848, 4.586], [-16.105, 6.469, 4.574], [-10.536, 4.630, -0.617], [-11.706, 5.369, -1.191], [-12.275, 4.702, -2.391], [-12.923, 5.573, -0.335], [-10.821, 3.682, -0.221], [-10.098, 5.176, 0.239], [-9.779, 4.443, -1.366], [-11.340, 6.360, -1.586], [-13.170, 5.252, -2.696], [-12.507, 3.627, -2.273], [-11.544, 4.674, -3.236], [-12.661, 6.181, 0.349], [-15.966, 3.114, 5.885], [-16.200, 2.275, 5.419], [-15.812, 3.671, 5.145], [-15.846, 8.446, -1.676], [-16.067, 9.230, -1.167], [-15.088, 8.083, -1.210], [-16.110, 9.176, 2.159], [-15.201, 8.858, 2.080], [-16.560, 8.682, 1.484], [-17.948, 7.536, -0.087], [-17.404, 7.581, -0.879], [-18.702, 6.953, -0.211], [-14.722, 6.696, 1.583], [-15.013, 6.250, 0.762], [-15.128, 6.250, 2.350]],
  "lowdin_charge": [-0.047, -0.451, -0.058, -0.072, 0.073, 0.062, 0.058, 0.128, 0.061, 0.081, 0.102, 0.036, -0.040, -0.440, -0.031, -0.070, 0.064, 0.060, 0.077, 0.106, 0.084, 0.069, 0.082, 0.102, -0.057, -0.460, -0.086, -0.085, 0.060, 0.092, 0.085, 0.148, 0.081, 0.092, 0.096, 0.062, -0.055, 0.055, -0.022, -0.038, 0.053, 0.043, -0.062, 0.017, -0.026, -0.058, -0.003, 0.043, -0.071, 0.047, 0.011]
}